1.
The following is a DFT calculation (ωB97M-V/def2-TZVPD) of the ion C7H10NO2S with charge +1 in a non-equilibrium geometry.

```
21
Properties=species:S:1:pos:R:3:nbo_charge:R:1
C -1.07 -0.14 0.93 0.680
C 2.03 0.14 1.42 0.708
C -0.55 0.21 -1.36 0.544
C -0.31 -0.16 2.26 -0.491
C 1.11 -0.67 2.13 -0.346
C 0.40 0.28 -2.57 -0.653
C -1.88 0.85 -1.62 -0.724
N -0.19 -0.13 -0.14 -0.669
O -2.26 -0.23 0.92 -0.485
O 2.52 1.11 0.98 -0.318
S 1.63 -1.65 0.57 0.309
H -0.14 0.74 2.73 0.262
H -0.79 -0.91 3.07 0.280
H 1.49 -1.14 2.93 0.284
H 1.38 -0.20 -2.27 0.224
H -0.10 -0.13 -3.34 0.241
H 0.55 1.29 -2.73 0.252
H -1.87 1.81 -1.98 0.255
H -2.31 0.39 -2.39 0.250
H -2.37 0.90 -0.68 0.259
H 2.73 -2.36 1.16 0.139
```

Summary:
HOMO level   -13.72 eV
Relative energy (zero: lowest compared OMol25 entry of this formula, charge and spin)   221.2 kJ/mol
Max |F|   6.1 eV/Å
Electronic energy   -23830.9833 eV
Net charge   +1
E_LUMO   -4.903 eV

=====

2.
The following is a DFT calculation (ωB97M-V/def2-TZVPD) of a structure of composition C7H10NO2Se in a non-equilibrium geometry.

```
21
Properties=species:S:1:pos:R:3:nbo_charge:R:1
C -1.75 2.00 -2.56 -0.135
C 1.08 3.48 -0.84 0.689
C 0.74 -3.02 0.87 -0.618
C 0.68 -1.66 1.49 -0.396
C -0.57 -0.81 0.98 -0.423
C -0.61 -0.34 -0.47 -0.620
C 0.07 2.34 -0.47 -0.269
N -2.51 1.99 -3.43 -0.659
O 2.17 2.93 -1.00 -0.736
O 0.77 4.65 -0.88 -0.662
Se 0.98 0.87 -0.83 0.710
H -0.18 -3.19 0.51 0.201
H 0.96 -3.82 1.57 0.199
H 1.35 -3.10 0.02 0.201
H 0.32 -1.96 2.61 0.197
H 1.59 -1.05 1.35 0.219
H -0.56 0.14 1.59 0.198
H -1.62 -1.19 1.17 0.203
H -0.65 -1.18 -1.13 0.211
H -1.46 0.38 -0.69 0.272
H -0.80 2.54 0.13 0.217
```

Summary:
HOMO level (alpha / beta)   -5.30 / -5.30 eV
Relative energy (zero: lowest compared OMol25 entry of this formula, charge and spin)   346.9 kJ/mol
Max |F|   4.1 eV/Å
Electronic energy   -78349.6643 eV
Net charge   -1
E_LUMO (alpha / beta)   1.950 / 1.950 eV

=====

3.
The following is a DFT calculation (ωB97M-V/def2-TZVPD) of a cluster of 2 separate species, C7H10NO5P in total in a non-equilibrium geometry.

```
24
Properties=species:S:1:pos:R:3:nbo_charge:R:1
O 2.92 0.24 1.18 -0.481
C 2.49 0.13 0.06 0.756
O 3.15 -0.56 -0.93 -0.638
C 1.12 0.80 -0.18 -0.026
C 1.08 2.27 -0.44 -0.231
C -0.24 2.86 -0.65 0.049
N -1.40 2.11 -0.57 -0.479
C -1.41 0.74 -0.31 -0.103
P -2.99 -0.24 -0.16 1.369
O -2.77 -1.84 -0.60 -0.946
O -4.27 0.47 -0.99 -0.938
C -0.12 0.04 -0.12 -0.221
H 2.59 -0.51 -1.73 0.486
H 1.98 2.92 -0.49 0.265
H -0.32 3.95 -0.88 0.241
H -2.30 2.57 -0.71 0.420
H -2.44 -2.29 0.21 0.550
H -4.12 1.42 -1.16 0.485
H -0.08 -1.07 0.08 0.337
C 1.39 -2.80 1.68 -0.195
O 0.08 -2.65 1.94 -0.948
H 1.80 -3.84 1.68 0.103
H 1.75 -2.43 0.69 0.044
H 2.11 -2.29 2.37 0.101
```

Summary:
HOMO level   -5.59 eV
Relative energy (zero: lowest compared OMol25 entry of this formula, charge and spin)   649.9 kJ/mol
Max |F|   3.6 eV/Å
Electronic energy   -28432.1034 eV
Net charge   0
E_LUMO   -2.222 eV

=====

4.
The following is a DFT calculation (ωB97M-V/def2-TZVPD) of the ion C7H10NOS with charge +1 in a non-equilibrium geometry.

```
20
Properties=species:S:1:pos:R:3:nbo_charge:R:1
C 2.78 0.29 0.01 -0.135
C 1.89 1.30 -0.36 -0.219
C 2.29 -0.97 0.27 -0.273
C 0.53 1.14 -0.10 -0.177
C 0.94 -1.24 0.24 0.326
C 0.08 -0.18 0.03 -0.311
C -2.44 1.09 0.79 -0.806
N -2.16 -0.46 -1.30 -0.918
O 0.41 -2.41 0.37 -0.650
S -1.66 -0.52 0.40 1.028
H 3.86 0.36 -0.22 0.250
H 2.20 2.30 -0.58 0.236
H 2.94 -1.87 0.71 0.235
H 0.00 2.08 -0.29 0.254
H 1.12 -3.15 0.37 0.521
H -2.79 1.70 -0.10 0.290
H -1.83 1.53 1.58 0.269
H -3.49 0.92 1.27 0.279
H -3.16 -0.81 -1.37 0.405
H -1.50 -1.11 -1.71 0.396
```

Summary:
HOMO level   -12.87 eV
Relative energy (zero: lowest compared OMol25 entry of this formula, charge and spin)   103.1 kJ/mol
Max |F|   4.7 eV/Å
Electronic energy   -21785.3915 eV
Net charge   +1
E_LUMO   -4.029 eV

=====

5.
The following is a DFT calculation (ωB97M-V/def2-TZVPD) of the molecule C7H10O in a non-equilibrium geometry.

```
18
Properties=species:S:1:pos:R:3:nbo_charge:R:1
O 2.19 0.98 -0.13 -0.707
C 0.98 0.07 -0.34 0.245
C 1.37 -1.28 -0.42 -0.441
C 0.56 -0.79 0.88 -0.307
C -0.94 -0.32 0.83 -0.216
C -1.43 -0.55 -0.65 -0.416
C -0.46 0.58 -1.02 -0.232
C -0.75 1.23 0.36 -0.393
H 1.83 1.78 0.18 0.461
H 2.42 -1.78 -0.30 0.258
H 0.61 -1.97 -0.78 0.224
H 1.26 -0.87 1.86 0.245
H -1.74 -0.56 1.54 0.224
H -1.54 -1.61 -1.07 0.223
H -2.50 -0.06 -0.72 0.216
H -0.39 1.21 -1.75 0.210
H 0.17 1.75 0.99 0.190
H -1.64 2.19 0.53 0.215
```

Summary:
HOMO level   -8.51 eV
Structure (SMILES)   O[C@@]12C[C@@H]1[C@H]1C[C@@H]2C1
Relative energy (zero: lowest compared OMol25 entry of this formula, charge and spin)   593.2 kJ/mol
Max |F|   7.9 eV/Å
Electronic energy   -9462.4127 eV
Net charge   0
E_LUMO   1.017 eV

=====

6.
The following is a DFT calculation (ωB97M-V/def2-TZVPD) of a structure of composition C7H10O in a non-equilibrium geometry.

```
18
Properties=species:S:1:pos:R:3:nbo_charge:R:1
C 0.89 0.76 0.76 -0.346
C 1.24 -0.55 0.53 -0.063
C 0.76 -1.07 -0.77 -0.322
C -0.66 -0.21 -1.23 -0.317
C -1.54 -0.34 0.20 -0.419
C -0.80 0.92 0.50 -0.283
C -0.71 1.16 -0.91 0.113
H 0.96 0.76 1.92 0.291
H 1.48 1.57 0.54 0.215
H 2.31 -0.50 0.56 0.232
H 0.45 -2.19 -0.45 0.284
H 1.29 -0.93 -1.80 0.221
H -1.01 -0.68 -2.27 0.258
H -2.63 -0.22 0.06 0.233
H -1.07 -1.05 1.04 0.319
H -1.14 1.75 1.12 0.248
H -0.79 2.18 -1.39 0.237
O 0.97 -1.35 1.58 -0.900
```

Summary:
HOMO level   -6.77 eV
Relative energy (zero: lowest compared OMol25 entry of this formula, charge and spin)   815.4 kJ/mol
Max |F|   7.0 eV/Å
Electronic energy   -9460.1090 eV
Net charge   0
E_LUMO   -1.455 eV

=====

7.
The following is a DFT calculation (ωB97M-V/def2-TZVPD) of a structure of composition C7H10O in a non-equilibrium geometry.

```
18
Properties=species:S:1:pos:R:3:nbo_charge:R:1
C 0.28 0.43 0.00 0.047
C -0.28 1.78 0.35 -0.633
C 1.74 0.37 -0.34 -0.622
C -0.53 -0.52 -1.40 -0.591
C -0.48 -2.08 1.22 0.547
C -0.36 -0.71 0.54 -0.024
C -1.39 -1.07 1.41 -0.391
O 0.02 -3.16 1.33 -0.607
H -2.22 -0.69 1.99 0.219
H -1.37 1.79 0.32 0.226
H 0.01 2.01 1.38 0.234
H 0.12 2.56 -0.30 0.219
H 1.95 0.93 -1.26 0.212
H 2.09 -0.65 -0.47 0.235
H 2.30 0.84 0.47 0.228
H -0.43 0.30 -2.11 0.221
H 0.13 -1.32 -1.74 0.236
H -1.58 -0.79 -1.39 0.243
```

Summary:
HOMO level   -8.55 eV
Relative energy (zero: lowest compared OMol25 entry of this formula, charge and spin)   390.0 kJ/mol
Max |F|   3.6 eV/Å
Electronic energy   -9464.5185 eV
Net charge   0
E_LUMO   0.698 eV

=====

8.
The following is a DFT calculation (ωB97M-V/def2-TZVPD) of the molecule C7H10O in a non-equilibrium geometry.

```
18
Properties=species:S:1:pos:R:3:nbo_charge:R:1
C -1.79 0.47 0.30 -0.220
C -1.00 0.02 1.20 -0.221
C 0.40 0.21 1.08 0.063
C 1.44 -1.00 0.56 -0.435
C 1.43 -0.54 -1.01 -0.383
C 0.13 0.36 -0.99 0.004
C -1.32 1.01 -1.08 -0.400
O 0.55 1.12 0.21 -0.522
H -2.87 0.61 0.52 0.220
H -1.45 -0.55 2.14 0.221
H 0.81 0.43 2.12 0.188
H 2.45 -0.66 0.96 0.215
H 1.16 -2.10 0.81 0.217
H 2.48 -0.21 -1.38 0.209
H 1.32 -1.40 -1.55 0.198
H -0.44 -0.49 -0.64 0.196
H -1.27 2.07 -1.23 0.232
H -2.03 0.66 -2.01 0.220
```

Summary:
HOMO level   -9.11 eV
Structure (SMILES)   C1=C[C@H]2CC[C@@H](C1)O2
Relative energy (zero: lowest compared OMol25 entry of this formula, charge and spin)   627.4 kJ/mol
Max |F|   8.6 eV/Å
Electronic energy   -9462.0579 eV
Net charge   0
E_LUMO   1.017 eV

=====

9.
The following is a DFT calculation (ωB97M-V/def2-TZVPD) of a structure of composition C7H10O in a non-equilibrium geometry.

```
18
Properties=species:S:1:pos:R:3:nbo_charge:R:1
C -0.40 -1.24 -0.51 -0.411
C -1.48 -0.13 -0.30 0.128
C -0.64 1.22 -0.49 -0.350
C 0.74 1.06 0.37 -0.305
C 0.60 -0.13 1.43 -0.429
C 0.97 -0.96 0.20 -0.317
C 1.48 0.26 -0.51 0.217
H -0.85 -2.13 -0.10 0.244
H -0.25 -1.33 -1.57 0.192
H -1.98 -0.27 -1.29 0.146
H -1.20 2.06 0.05 0.266
H -0.35 1.51 -1.49 0.186
H 1.04 2.12 0.60 0.272
H 1.44 0.00 2.11 0.211
H -0.46 -0.32 1.81 0.318
H 1.45 -1.99 0.30 0.263
H 1.94 0.28 -1.45 0.213
O -2.05 0.01 0.86 -0.844
```

Summary:
HOMO level   -7.18 eV
Relative energy (zero: lowest compared OMol25 entry of this formula, charge and spin)   611.3 kJ/mol
Max |F|   3.7 eV/Å
Electronic energy   -9462.2251 eV
Net charge   0
E_LUMO   -1.854 eV

=====

10.
The following is a DFT calculation (ωB97M-V/def2-TZVPD) of the molecule C7H10O.

```
18
Properties=species:S:1:pos:R:3:nbo_charge:R:1
C -1.36 1.21 -0.01 -0.240
C -2.07 0.05 -0.01 -0.175
C -1.51 -1.37 0.01 -0.421
C -0.05 -0.99 0.00 -0.445
C 1.40 -1.37 0.00 -0.039
O 2.03 -0.05 -0.01 -0.511
C 1.34 1.14 0.00 0.171
C 0.08 1.64 0.02 -0.388
H -2.00 2.09 -0.02 0.212
H -3.15 0.17 -0.04 0.206
H -1.85 -1.94 -0.86 0.213
H -1.85 -1.90 0.90 0.213
H -0.04 -0.36 0.90 0.211
H -0.03 -0.35 -0.87 0.210
H 1.74 -1.89 -0.90 0.183
H 1.75 -1.89 0.89 0.184
H 2.13 1.90 0.00 0.197
H 0.14 2.74 0.04 0.218
```

Summary:
HOMO level   -8.15 eV
Structure (SMILES)   C1=C\CCCO\C=C/1
Relative energy (zero: lowest compared OMol25 entry of this formula, charge and spin)   359.2 kJ/mol
Max |F|   0.6 eV/Å
Electronic energy   -9464.8381 eV
Net charge   0
E_LUMO   0.917 eV

=====

11.
The following is a DFT calculation (ωB97M-V/def2-TZVPD) of a cluster of 2 separate species, C7H10O2 in total.

```
19
Properties=species:S:1:pos:R:3:nbo_charge:R:1
C -1.94 0.53 -1.04 -0.285
C -1.54 -0.69 -1.35 -0.329
C -0.15 -0.96 -1.75 0.761
O 0.70 -0.13 -1.96 -0.599
O 0.08 -2.28 -1.89 -0.686
H -2.95 0.75 -0.73 0.202
H -1.26 1.36 -1.11 0.217
H -2.18 -1.56 -1.28 0.221
H 1.00 -2.43 -2.16 0.498
C 0.54 -1.25 1.07 -0.385
C 0.31 0.03 1.39 -0.214
C 1.26 1.09 1.13 -0.216
C 1.15 2.31 1.65 -0.373
H -0.17 -2.03 1.28 0.202
H 1.46 -1.55 0.60 0.191
H -0.61 0.31 1.89 0.200
H 2.11 0.83 0.51 0.210
H 0.31 2.58 2.28 0.187
H 1.88 3.08 1.47 0.200
```

Summary:
HOMO level   -8.80 eV
Structure (SMILES)   C=CC(=O)O.C=CC=C
Relative energy (zero: lowest compared OMol25 entry of this formula, charge and spin)   127.9 kJ/mol
Max |F|   0.7 eV/Å
Electronic energy   -11514.5308 eV
Net charge   0
E_LUMO   0.458 eV

=====

12.
The following is a DFT calculation (ωB97M-V/def2-TZVPD) of the molecule C7H10O2 in a non-equilibrium geometry.

```
19
Properties=species:S:1:pos:R:3:nbo_charge:R:1
C -0.79 -0.19 0.04 0.269
C 0.60 0.22 1.52 0.353
C -0.73 -1.00 -1.22 -0.660
C -2.19 0.11 0.51 -0.646
C 0.18 1.09 0.31 0.262
C 1.73 0.85 -0.23 -0.224
C 2.45 -0.24 -0.48 -0.397
O -0.01 -0.88 1.21 -0.439
O -0.23 2.28 0.27 -0.764
H 1.16 0.30 2.45 0.205
H 2.12 1.83 -0.45 0.238
H 0.28 -1.22 -1.53 0.231
H -1.29 -1.93 -1.11 0.221
H -2.81 -0.79 0.55 0.214
H -2.62 0.82 -0.19 0.252
H -2.18 0.60 1.49 0.233
H -1.21 -0.42 -2.01 0.243
H 2.14 -1.24 -0.18 0.194
H 3.42 -0.17 -0.95 0.213
```

Summary:
HOMO level   -8.11 eV
Relative energy (zero: lowest compared OMol25 entry of this formula, charge and spin)   399.8 kJ/mol
Max |F|   1.4 eV/Å
Electronic energy   -11511.7126 eV
Net charge   0
E_LUMO   -0.079 eV